[1]
Molecular formula: C4H5N3
Method: DFT, ωB97M-V/def2-TZVPD

The geometry in XYZ format:
```
12
Properties=species:S:1:pos:R:3
C 0.516 0.517 -0.468
C -0.516 -0.531 -0.711
C -1.320 -0.999 0.291
C -1.051 -0.445 1.504
H 1.917 1.503 0.552
H 1.082 0.118 1.325
H 0.685 0.811 -2.619
H -0.955 -0.828 -1.671
H -2.101 -1.639 0.060
N 1.051 0.963 0.729
N 1.205 0.856 -1.563
N -0.513 -0.326 2.571
```

Results
total energy = -8696.190 eV
energy above the lowest of the compared OMol25 structures with the same formula, charge and spin = 83.52 kcal/mol
SMILES = [H]/N=C(N)\C=C/C#N
LUMO = -0.65 eV
max |F| = 8.72 eV/Å
highest occupied orbital energy = -9.2 eV
HOMO-LUMO gap = 8.565 eV
molecular weight = 95.11 g mol⁻¹

---

[2]
Molecular formula: C6H18N4
Method: DFT, ωB97M-V/def2-TZVPD

The geometry in XYZ format:
```
28
Properties=species:S:1:pos:R:3
C 0.494 -0.707 1.404
C -0.228 -0.992 -1.560
C -1.823 -0.183 1.565
C -0.971 -1.920 2.926
C 1.900 1.174 -1.863
C -0.522 2.264 -2.096
N 1.776 -0.904 1.501
N -0.071 0.237 -0.722
N -0.643 -0.849 1.968
N 0.517 1.354 -1.244
H -1.145 -0.730 -2.101
H 0.595 -1.217 -2.121
H -0.395 -1.727 -0.829
H -2.604 -0.396 2.223
H -2.052 -0.393 0.419
H -1.761 0.903 1.634
H -1.414 -1.485 3.866
H -0.068 -2.458 2.978
H -1.719 -2.491 2.476
H 2.723 1.055 -1.132
H 1.918 0.391 -2.689
H 2.206 2.071 -2.470
H 0.144 3.097 -2.164
H -0.577 1.641 -3.066
H -1.479 2.481 -1.526
H 2.437 -0.951 0.691
H 2.144 -1.178 2.317
H 0.619 1.912 -0.385
```

Results
total energy = -12451.043 eV
energy above the lowest of the compared OMol25 structures with the same formula, charge and spin = 17.78 kcal/mol
LUMO (spin up / spin down) = -6.38 / -9.57 eV
max |F| = 4.71 eV/Å
spin multiplicity = 3
highest occupied orbital energy (spin up / spin down) = -16.1 / -18.1 eV
HOMO-LUMO gap (spin up / spin down) = 9.685 / 8.515 eV
molecular weight = 146.24 g mol⁻¹
charge = +2

---

[3]
Molecular formula: C21H27N3O4
Method: DFT, ωB97M-V/def2-TZVPD

The geometry in XYZ format:
```
55
Properties=species:S:1:pos:R:3
C -2.520 -3.123 1.452
C -1.185 -2.412 1.668
H -0.563 -2.982 2.371
O -0.477 -2.170 0.469
C 0.261 -3.260 -0.064
O 0.362 -3.127 -1.440
C -0.853 -3.181 -2.173
C -1.512 -1.817 -2.348
H -0.825 -1.133 -2.838
H -2.406 -1.921 -2.957
H -1.781 -1.398 -1.383
H -0.573 -3.586 -3.150
H -1.546 -3.883 -1.688
C 1.689 -3.315 0.511
C 2.576 -2.204 -0.062
N 1.990 -0.905 0.143
C 2.496 0.010 0.993
O 3.557 -0.119 1.578
C 1.604 1.187 1.198
C 1.564 1.719 2.450
N 0.712 2.707 2.827
C -0.239 3.264 1.981
O -1.021 4.117 2.393
C -0.170 2.747 0.641
C 0.732 1.758 0.227
C 0.544 1.606 -1.183
C 1.181 0.879 -2.191
C 0.733 1.007 -3.487
C -0.337 1.847 -3.809
C -0.963 2.603 -2.845
C -0.509 2.491 -1.534
N -0.927 3.164 -0.423
C -1.957 4.166 -0.409
H -2.909 3.736 -0.727
H -2.053 4.549 0.605
H -1.697 4.986 -1.083
H -1.772 3.271 -3.098
H -0.664 1.914 -4.836
H 1.219 0.451 -4.275
H 2.022 0.244 -1.967
C 0.775 3.193 4.189
H 0.017 3.968 4.296
H 1.760 3.613 4.395
H 0.573 2.386 4.893
H 2.227 1.344 3.215
H 1.037 -0.806 -0.175
H 3.550 -2.206 0.433
H 2.705 -2.376 -1.134
H 1.627 -3.218 1.596
H 2.126 -4.283 0.268
H -0.270 -4.201 0.191
H -1.359 -1.418 2.088
H -2.372 -4.128 1.064
H -3.048 -3.193 2.399
H -3.129 -2.564 0.747
```

Results
total energy = -34876.753 eV
energy above the lowest of the compared OMol25 structures with the same formula, charge and spin = 14.36 kcal/mol
SMILES = CCOC(CCNC(=O)c1cn(C)c(=O)c2c1c1ccccc1n2C)OCC
LUMO = 0.50 eV
max |F| = 0.86 eV/Å
highest occupied orbital energy = -7.6 eV
HOMO-LUMO gap = 8.056 eV
molecular weight = 385.46 g mol⁻¹

---

[4]
Molecular formula: C25H28N4O3
Method: DFT, ωB97M-V/def2-TZVPD

The geometry in XYZ format:
```
60
Properties=species:S:1:pos:R:3
O 1.233 3.278 1.745
C 1.685 2.652 0.801
N 2.856 1.990 0.876
C 3.442 1.178 -0.172
C 3.889 -0.126 0.409
C 3.933 -0.368 1.752
N 4.370 -1.648 1.980
C 4.615 -2.251 0.777
C 5.071 -3.529 0.487
C 5.227 -3.866 -0.842
C 4.936 -2.956 -1.861
C 4.485 -1.685 -1.581
C 4.320 -1.316 -0.248
H 4.261 -0.986 -2.373
H 5.071 -3.262 -2.888
H 5.581 -4.852 -1.102
H 5.294 -4.234 1.274
H 4.483 -2.074 2.884
C 3.564 0.628 2.793
H 4.256 0.602 3.638
H 2.557 0.429 3.174
C 3.597 2.007 2.123
H 3.146 2.765 2.765
H 4.634 2.281 1.904
H 2.699 0.996 -0.949
H 4.300 1.711 -0.610
C 0.956 2.644 -0.541
N 0.607 1.300 -0.976
C 0.001 1.247 -2.294
C -1.461 1.707 -2.314
N -2.227 0.892 -1.391
C -1.689 1.022 -0.047
C -0.226 0.572 -0.034
H 0.188 0.690 0.968
H -0.177 -0.484 -0.314
H -2.271 0.383 0.621
H -1.766 2.061 0.321
C -3.647 1.190 -1.435
C -4.452 0.138 -0.718
C -4.118 -1.200 -0.870
C -4.836 -2.215 -0.246
C -5.906 -1.837 0.528
C -6.251 -0.495 0.685
C -5.538 0.510 0.078
H -5.814 1.543 0.213
O -7.348 -0.399 1.502
C -7.685 -1.723 1.852
O -6.779 -2.618 1.244
H -7.638 -1.838 2.947
H -8.709 -1.946 1.510
H -4.571 -3.252 -0.363
H -3.267 -1.447 -1.484
H -3.948 1.203 -2.488
H -3.873 2.185 -1.011
H -1.865 1.571 -3.320
H -1.523 2.782 -2.063
H 0.593 1.852 -2.985
H 0.039 0.203 -2.619
H 0.087 3.307 -0.414
H 1.611 3.087 -1.299
```

Results
total energy = -38482.457 eV
energy above the lowest of the compared OMol25 structures with the same formula, charge and spin = 28.61 kcal/mol
SMILES = O=C(CN1CCN(Cc2ccc3c(c2)OCO3)CC1)N1CCc2[nH]c3ccccc3c2C1
LUMO = 0.76 eV
max |F| = 1.28 eV/Å
highest occupied orbital energy = -7.8 eV
HOMO-LUMO gap = 8.534 eV
molecular weight = 432.52 g mol⁻¹

---

[5]
Molecular formula: C2H4NO2
Method: DFT, ωB97M-V/def2-TZVPD

The geometry in XYZ format:
```
9
Properties=species:S:1:pos:R:3
C -1.381 0.443 -0.169
C 0.064 0.080 -0.165
N -1.935 0.652 1.092
O -2.017 0.403 2.260
O -1.741 1.746 0.493
H -2.065 0.022 -0.949
H 0.331 0.444 -1.140
H 0.315 -0.986 -0.319
H 0.634 0.452 0.736
```

Results
total energy = -7710.274 eV
energy above the lowest of the compared OMol25 structures with the same formula, charge and spin = 131.04 kcal/mol
SMILES = C[C@@H]1O[N+]1=O
LUMO = -7.68 eV
max |F| = 5.57 eV/Å
highest occupied orbital energy = -18.5 eV
HOMO-LUMO gap = 10.793 eV
molecular weight = 74.06 g mol⁻¹
charge = +1

---

[6]
Molecular formula: C59H47BrMgN3O4P2S
Method: DFT, ωB97M-V/def2-TZVPD

The geometry in XYZ format:
```
118
Properties=species:S:1:pos:R:3
Mg 0.338 0.380 0.016
O -1.777 0.478 -2.765
S -1.512 -0.595 -1.756
C -3.113 -1.252 -1.306
C -3.620 -2.272 -2.076
C -4.927 -2.778 -1.926
C -5.729 -2.198 -0.994
C -7.173 -2.468 -0.639
C -7.484 -1.486 0.520
C -6.216 -0.684 0.690
C -5.930 0.351 1.526
C -4.628 0.879 1.485
C -3.620 0.423 0.660
P -2.016 1.281 0.925
C -1.875 1.353 2.750
C -1.123 2.374 3.339
C -0.848 2.360 4.697
C -1.305 1.316 5.490
C -2.039 0.288 4.913
C -2.322 0.303 3.551
C -2.380 2.997 0.396
C -2.935 3.970 1.227
C -3.230 5.231 0.728
C -2.988 5.526 -0.608
C -2.455 4.556 -1.444
C -2.147 3.295 -0.948
C -3.913 -0.626 -0.281
C -5.224 -1.144 -0.199
C -0.819 -1.990 -2.621
C -0.783 -1.829 -3.979
C -0.458 -2.893 -4.855
C -0.251 -4.123 -4.313
C 0.004 -5.466 -4.963
C 0.108 -6.468 -3.781
C -0.084 -5.624 -2.541
C -0.114 -5.958 -1.218
C -0.228 -4.916 -0.277
C -0.358 -3.581 -0.603
P -0.071 -2.356 0.746
C -1.381 -2.812 1.967
C -2.658 -3.119 1.487
C -3.717 -3.345 2.355
C -3.517 -3.298 3.728
C -2.251 -3.015 4.220
C -1.200 -2.760 3.349
C 1.490 -2.994 1.483
C 2.684 -2.377 1.106
C 3.901 -2.811 1.619
C 3.943 -3.868 2.517
C 2.762 -4.498 2.888
C 1.548 -4.066 2.373
C -0.474 -3.233 -1.991
C -0.274 -4.279 -2.907
H -2.999 -2.710 -2.845
H -5.267 -3.586 -2.562
H -7.325 -3.509 -0.351
H -7.813 -2.284 -1.503
H -7.728 -2.015 1.442
H -8.333 -0.841 0.294
H -6.659 0.759 2.215
H -4.402 1.689 2.170
H -0.752 3.192 2.737
H -0.274 3.167 5.136
H -1.091 1.303 6.551
H -2.399 -0.532 5.521
H -2.886 -0.516 3.117
H -3.135 3.758 2.268
H -3.654 5.981 1.383
H -3.222 6.509 -0.995
H -2.277 4.778 -2.489
H -1.734 2.539 -1.610
H -1.063 -0.861 -4.378
H -0.435 -2.722 -5.924
H 0.917 -5.445 -5.559
H -0.808 -5.726 -5.643
H 1.076 -6.970 -3.760
H -0.649 -7.251 -3.843
H -0.006 -6.981 -0.880
H -0.167 -5.187 0.771
H -2.829 -3.199 0.421
H -4.697 -3.573 1.953
H -4.336 -3.495 4.408
H -2.077 -2.990 5.289
H -0.229 -2.524 3.762
H 2.670 -1.580 0.370
H 4.817 -2.327 1.304
H 4.889 -4.206 2.919
H 2.784 -5.332 3.578
H 0.644 -4.576 2.681
O 1.587 -0.557 -1.207
N 1.831 -0.008 -2.352
N 1.289 1.131 -2.469
O 0.589 1.681 -1.514
C 1.435 1.858 -3.713
C 0.664 2.990 -3.885
C 0.782 3.701 -5.072
C 1.660 3.277 -6.059
C 2.425 2.134 -5.859
C 2.321 1.414 -4.680
H -0.013 3.296 -3.103
H 0.183 4.590 -5.222
H 1.751 3.836 -6.981
H 3.114 1.801 -6.624
H 2.913 0.525 -4.513
O 0.748 -0.291 2.849
H 0.019 -0.169 3.471
H 1.461 -0.703 3.348
Br 1.521 5.940 1.046
C 2.086 4.168 1.303
C 3.305 3.875 1.884
C 3.649 2.542 2.039
C 2.760 1.568 1.627
N 1.579 1.851 1.068
C 1.261 3.140 0.894
H 3.970 4.668 2.199
H 4.594 2.260 2.481
H 3.000 0.518 1.742
H 0.320 3.366 0.408
```

Results
total energy = -179503.308 eV
energy above the lowest of the compared OMol25 structures with the same formula, charge and spin = 0.60 kcal/mol
LUMO = -2.13 eV
max |F| = 0.69 eV/Å
highest occupied orbital energy = -10.1 eV
HOMO-LUMO gap = 8.000 eV
molecular weight = 1060.27 g mol⁻¹
charge = +1

---

[7]
Molecular formula: C34H31F5N2
Method: DFT, ωB97M-V/def2-TZVPD

The geometry in XYZ format:
```
72
Properties=species:S:1:pos:R:3
F 4.376 -1.104 -3.976
C 4.053 -2.414 -3.951
C 3.739 -2.970 -2.727
C 3.367 -4.300 -2.672
C 3.238 -5.032 -3.854
C 3.525 -4.444 -5.068
C 3.980 -3.129 -5.130
H 3.706 -2.314 -1.866
H 3.059 -4.773 -1.748
H 2.897 -6.059 -3.818
H 3.389 -4.965 -6.007
H 4.269 -2.684 -6.072
F -2.463 2.421 6.129
C -2.921 2.319 4.876
C -2.103 2.557 3.790
C -2.625 2.397 2.519
C -3.893 1.885 2.321
C -4.708 1.642 3.424
C -4.226 1.901 4.695
H -1.070 2.775 4.041
H -1.954 2.611 1.695
H -4.223 1.655 1.318
H -5.750 1.367 3.322
H -4.865 1.716 5.550
F -3.527 0.821 -1.846
C -2.304 0.279 -1.981
C -1.396 0.391 -0.950
C -0.114 -0.089 -1.142
C 0.253 -0.688 -2.339
C -0.663 -0.731 -3.386
C -1.955 -0.274 -3.199
H -1.748 0.803 -0.012
H 0.597 -0.006 -0.329
H 1.250 -1.096 -2.434
H -0.290 -1.175 -4.301
H -2.665 -0.345 -4.013
F 1.880 3.873 4.280
C 2.467 3.376 3.181
C 1.725 3.043 2.070
C 2.376 2.514 0.969
C 3.757 2.549 0.848
C 4.494 2.866 1.989
C 3.852 3.256 3.145
H 0.668 3.276 2.025
H 1.815 2.146 0.116
H 4.231 2.297 -0.089
H 5.574 2.923 1.947
H 4.457 3.588 3.981
F -1.148 -2.105 1.873
C -0.270 -1.337 2.548
C -0.671 -0.757 3.735
C 0.245 0.016 4.439
C 1.530 0.197 3.952
C 1.917 -0.407 2.765
C 0.996 -1.154 2.031
H -1.718 -0.788 4.012
H -0.010 0.551 5.346
H 2.235 0.846 4.455
H 2.904 -0.326 2.328
H 1.259 -1.531 1.052
C -0.478 -4.516 -4.622
C -1.256 -4.874 -5.800
N -1.867 -5.156 -6.724
H -0.298 -3.438 -4.675
H 0.523 -4.937 -4.605
H -1.037 -4.709 -3.711
C -5.538 3.248 -0.617
C -4.097 3.391 -0.659
N -2.955 3.521 -0.703
H -5.808 2.240 -0.935
H -6.015 4.040 -1.192
H -5.975 3.329 0.382
```

Results
total energy = -52327.182 eV
energy above the lowest of the compared OMol25 structures with the same formula, charge and spin = 0.00 kcal/mol
SMILES = Fc1ccccc1.Fc1ccccc1.Fc1ccccc1.Fc1ccccc1.Fc1ccccc1.CC#N.CC#N
LUMO = 0.47 eV
max |F| = 1.15 eV/Å
highest occupied orbital energy = -9.2 eV
HOMO-LUMO gap = 9.651 eV
molecular weight = 562.63 g mol⁻¹

---

[8]
Molecular formula: C4H5N3O
Method: DFT, ωB97M-V/def2-TZVPD

The geometry in XYZ format:
```
13
Properties=species:S:1:pos:R:3
C -1.675 -0.420 0.028
C -1.672 0.936 -0.035
C -0.350 -0.860 0.009
C 0.422 0.236 -0.081
N 3.022 -0.056 -0.001
N 2.279 0.859 -0.222
N -0.373 1.315 -0.021
O 0.027 -2.180 -0.187
H -2.476 -1.172 0.083
H -2.379 1.759 0.123
H 4.038 -0.086 0.051
H -0.127 2.321 0.258
H -0.736 -2.653 -0.004
```

Results
total energy = -10742.059 eV
energy above the lowest of the compared OMol25 structures with the same formula, charge and spin = 128.13 kcal/mol
LUMO = 0.92 eV
max |F| = 5.14 eV/Å
highest occupied orbital energy = -8.0 eV
HOMO-LUMO gap = 8.934 eV
molecular weight = 111.10 g mol⁻¹